{"formula": "C17H16N3O7PS", "method": "ωB97M-V with the def2-TZVPD basis set", "symbols": ["N", "C", "C", "C", "P", "S", "C", "O", "O", "C", "O", "H", "H", "H", "H", "H", "H", "C", "C", "C", "C", "C", "C", "N", "O", "O", "H", "H", "H", "H", "H", "C", "C", "C", "C", "C", "C", "N", "O", "O", "H", "H", "H", "H", "H"], "coordinates": [[-0.709, 2.979, -2.330], [0.682, 2.614, -2.118], [1.019, 1.149, -2.164], [2.183, 0.486, -2.146], [3.845, 1.063, -1.782], [4.049, 2.951, -1.411], [1.918, -0.901, -2.615], [2.646, -1.635, -3.191], [0.554, -1.127, -2.511], [-0.029, 0.063, -2.115], [-1.083, 0.104, -1.575], [-1.229, 2.262, -2.820], [-1.183, 3.123, -1.447], [1.283, 3.060, -2.920], [1.069, 3.068, -1.205], [4.156, 0.240, -0.690], [4.622, 0.522, -2.815], [0.103, -5.141, -0.687], [0.095, -5.780, 0.547], [0.219, -5.045, 1.718], [0.365, -3.675, 1.616], [0.372, -3.019, 0.401], [0.232, -3.759, -0.758], [0.503, -2.862, 2.839], [0.424, -3.418, 3.913], [0.702, -1.668, 2.682], [-0.006, -5.719, -1.595], [-0.014, -6.854, 0.602], [0.215, -5.521, 2.687], [0.468, -1.944, 0.369], [0.220, -3.242, -1.705], [-0.727, 1.357, 2.178], [-0.300, 2.474, 1.470], [-1.207, 3.449, 1.087], [-2.536, 3.278, 1.426], [-2.988, 2.177, 2.129], [-2.069, 1.210, 2.505], [-3.507, 4.316, 1.027], [-3.088, 5.263, 0.387], [-4.666, 4.162, 1.359], [-0.015, 0.599, 2.471], [0.748, 2.588, 1.219], [-0.896, 4.327, 0.540], [-4.036, 2.084, 2.372], [-2.400, 0.339, 3.053]], "smiles": "NCC1=C([PH2]=S)C(=O)OC1=O.O=[N+]([O-])c1ccccc1.O=[N+]([O-])c1ccccc1", "max_force_ev_per_a": 0.966, "homo_ev": -9.615}

{"formula": "C32H55BaCl2N4O4Si", "method": "ωB97M-V with the def2-TZVPD basis set", "symbols": ["C", "C", "H", "H", "H", "C", "C", "H", "H", "H", "H", "Ba", "Cl", "C", "O", "N", "C", "C", "H", "H", "H", "H", "H", "H", "H", "H", "H", "C", "C", "N", "H", "C", "O", "H", "H", "H", "H", "H", "H", "C", "C", "N", "H", "C", "O", "H", "H", "H", "H", "O", "C", "C", "C", "H", "C", "H", "C", "H", "C", "C", "H", "H", "H", "Si", "Cl", "C", "C", "C", "H", "H", "H", "H", "H", "H", "H", "H", "H", "C", "N", "C", "C", "C", "C", "C", "C", "C", "C", "H", "H", "H", "H", "H", "H", "H", "H", "H", "H", "H", "H"], "coordinates": [[4.648, -1.093, -4.134], [3.966, -0.072, -3.268], [5.512, -0.599, -4.619], [4.041, -1.487, -4.958], [5.032, -1.933, -3.551], [4.141, 1.219, -3.587], [4.897, 1.638, -4.794], [3.773, 2.047, -2.994], [4.409, 1.314, -5.723], [5.905, 1.211, -4.787], [5.027, 2.721, -4.837], [-2.533, 0.724, -0.414], [-3.592, 0.341, -3.176], [0.365, 1.988, 2.018], [-0.381, 1.487, 1.164], [0.187, 3.228, 2.516], [-0.958, 4.011, 2.061], [0.979, 3.690, 3.648], [1.239, 1.446, 2.435], [-1.029, 3.966, 0.967], [-0.793, 5.041, 2.385], [-1.891, 3.632, 2.503], [2.046, 3.507, 3.453], [0.705, 3.167, 4.580], [0.810, 4.765, 3.775], [-6.656, -1.899, 2.409], [-6.197, -4.082, 2.642], [-5.881, -1.613, 1.697], [-5.683, -4.113, 1.667], [-5.094, -2.803, 1.403], [-5.228, -0.852, 2.136], [-4.086, -2.676, 0.509], [-3.792, -1.567, 0.034], [-4.862, -4.850, 1.689], [-3.577, -3.637, 0.266], [-6.336, -1.192, 0.791], [-6.397, -4.413, 0.872], [0.237, 0.823, -3.724], [1.902, 3.350, -4.054], [-0.445, 1.582, -4.147], [0.890, 3.641, -4.382], [-0.130, 2.913, -3.645], [-1.484, 1.288, -3.916], [-0.651, 3.426, -2.519], [-1.299, 2.787, -1.674], [0.756, 4.712, -4.203], [-0.453, 4.498, -2.406], [-0.291, 1.599, -5.239], [0.801, 3.418, -5.452], [1.808, -0.855, -2.347], [3.154, -0.499, -2.031], [2.351, 1.781, -1.284], [3.079, 0.622, -1.011], [1.664, 1.780, -2.139], [2.549, 2.919, -0.510], [3.586, -1.412, -1.580], [3.795, 0.503, 0.179], [2.062, 3.851, -0.781], [3.357, 2.829, 0.621], [3.896, 1.610, 1.020], [4.227, -0.480, 0.395], [3.541, 3.716, 1.203], [4.419, 1.512, 1.977], [1.326, -2.355, -2.842], [-0.964, -1.366, 0.131], [-0.317, -1.718, -3.461], [0.817, -3.377, -1.297], [2.394, -3.537, -3.718], [-0.864, -0.952, -2.869], [-0.933, -2.616, -3.446], [-0.172, -1.361, -4.482], [2.911, -3.091, -4.573], [1.759, -4.407, -4.010], [3.056, -3.914, -2.924], [1.010, -3.044, -0.256], [1.310, -4.349, -1.456], [-0.273, -3.523, -1.404], [-0.808, -2.900, 5.369], [-0.917, -2.783, 3.949], [-1.923, -3.576, 3.310], [-0.493, -1.545, 3.361], [-1.388, -0.392, 3.681], [-1.230, 0.335, 4.896], [-2.124, 1.361, 5.188], [-3.175, 1.659, 4.326], [-3.345, 0.922, 3.123], [-2.407, -0.021, 2.874], [-0.903, -3.958, 5.630], [-1.600, -2.348, 5.898], [0.162, -2.514, 5.705], [-2.905, -3.078, 3.300], [-1.643, -3.792, 2.272], [-2.018, -4.507, 3.878], [0.517, -1.341, 3.758], [-0.456, -1.662, 2.255], [-0.405, 0.076, 5.565], [-1.997, 1.915, 6.120], [-3.870, 2.458, 4.573], [-4.171, 1.125, 2.446]], "max_force_ev_per_a": 4.781, "homo_ev": -1.928, "e_above_lowest_ev": 1.585, "charge": -1}

{"formula": "C5H11BO", "method": "ωB97M-V with the def2-TZVPD basis set", "symbols": ["B", "C", "C", "C", "C", "C", "O", "H", "H", "H", "H", "H", "H", "H", "H", "H", "H", "H"], "coordinates": [[2.153, -1.834, -0.283], [0.131, 1.222, 0.040], [-0.135, -0.025, 0.082], [1.568, 1.736, -0.182], [-2.610, 0.041, 0.264], [-1.346, -0.839, 0.212], [1.470, -1.232, 0.611], [2.049, -1.733, -1.546], [3.145, -2.488, 0.153], [-0.643, 1.991, -0.109], [1.620, 2.806, -0.013], [2.432, 1.391, 0.387], [1.826, 1.382, -1.214], [-2.986, -0.175, 1.247], [-3.471, -0.300, -0.428], [-2.429, 1.070, 0.210], [-1.512, -1.559, -0.530], [-1.262, -1.455, 1.100]], "max_force_ev_per_a": 5.223, "homo_ev": -8.959, "e_above_lowest_ev": 3.315}